# 1
C4H11S | the ωB97M-V functional and the def2-TZVPD basis

**Net charge**: -1
**HOMO energy**: -1.976 eV
**Calculated total energy**: -557.17656 Ha

Geometry (Å):
C -0.299 4.001 0.092
S -1.730 2.878 -0.225
H 0.499 3.719 -0.594
H 0.042 3.802 1.114
H -0.597 5.030 -0.126
C 0.528 -2.926 -0.619
C 0.424 -1.882 0.502
C -0.221 -0.533 0.138
H 0.311 -2.426 -1.567
H 1.201 -3.781 -0.662
H -0.458 -3.439 -0.520
H -0.088 -2.284 1.394
H 1.431 -1.667 0.881
H 0.145 0.223 0.827
H -1.311 -0.555 0.205
H 0.124 -0.161 -0.840

# 2
C4H11S | the ωB97M-V functional and the def2-TZVPD basis

**Net charge**: -1
**HOMO energy**: -1.988 eV
**Calculated total energy**: -557.14078 Ha

Geometry (Å):
C 2.786 -0.566 0.184
S 2.250 -1.698 1.530
H 2.317 -0.974 -0.756
H 3.943 -0.672 0.205
H 2.691 0.514 0.246
C -0.061 -0.174 -0.063
C -1.309 0.320 -0.670
C -2.347 0.848 0.405
H -0.294 -0.859 0.809
H 0.419 -0.785 -0.844
H 0.591 0.545 0.140
H -1.199 1.028 -1.523
H -1.786 -0.567 -1.249
H -3.285 1.311 -0.122
H -1.793 1.721 0.822
H -2.923 0.009 0.886

# 3
C4H11S2 | the ωB97M-V functional and the def2-TZVPD basis

**Net charge**: -1
**HOMO energy**: -2.311 eV
**Calculated total energy**: -955.38989 Ha

Geometry (Å):
C 2.109 1.857 -0.651
S 0.913 0.955 -1.702
H 2.639 2.616 -1.234
H 1.603 2.407 0.150
H 2.857 1.175 -0.237
C 0.513 -0.770 1.210
C -0.826 -0.232 0.736
C -1.483 -1.176 -0.273
S -3.071 -0.438 -0.810
H 1.028 -0.027 1.822
H 1.158 -0.990 0.360
H 0.379 -1.672 1.820
H -1.525 -0.071 1.568
H -0.676 0.704 0.185
H -1.731 -2.121 0.212
H -0.792 -1.266 -1.109
H -3.096 -0.951 -2.047

# 4
C4H12 | the ωB97M-V functional and the def2-TZVPD basis

**<S²>**: 0.7502
**Net charge**: -1
**HOMO energy (spin up / spin down)**: 1.466 / -7.305 eV
**2S+1**: 2
**Calculated total energy**: -159.47877 Ha

Geometry (Å):
C 0.626 -0.190 1.896
C 2.146 -0.413 1.800
H 0.277 -0.103 0.908
H 0.144 -1.194 2.158
H 0.424 0.605 2.629
H 2.560 -0.749 0.945
H 2.658 0.517 1.941
H 2.542 -1.031 2.626
C -1.225 0.404 -1.099
C -1.532 0.184 -2.640
H -1.386 -0.446 -0.555
H -0.117 0.668 -0.956
H -2.061 1.195 -0.862
H -1.603 -0.931 -2.843
H -0.899 0.787 -3.324
H -2.553 0.698 -2.623